1.
# C7H5BaNO6

A molecular structure, C7H5BaNO6 in a non-equilibrium geometry (wB97M-V/def2-TZVPD, the Open Molecules 2025 dataset).

Element x y z (Å)
O1 -0.9745 -1.7588 -4.5650
C1 -0.6292 -1.1756 -3.6400
Ba1 0.7264 -0.0421 -1.2392
O2 -0.8301 3.2526 -3.8065
C2 -0.4325 2.4098 -3.1382
C3 0.2871 2.6990 -0.1546
O3 0.2088 3.6850 0.4298
C4 2.9677 1.2242 -2.4207
O4 3.9737 1.5152 -2.8904
C5 -2.0621 0.9722 -1.0006
O5 -3.1626 1.2181 -0.7843
C6 0.7015 -2.4339 2.5672
C7 -0.0779 -1.2104 2.1522
N1 -0.9604 -0.6140 2.9719
O6 0.0653 -0.6740 1.0085
H1 0.4408 -2.7230 3.6073
H2 1.7932 -2.3062 2.4728
H3 0.5649 -3.2940 1.8901
H4 -1.4472 0.2222 2.6420
H5 -1.1530 -0.9665 3.8975

## Properties
**HOMO-LUMO gap**: 0.380 Ha
**Total charge**: +2
**LUMO**: -7.6 eV
**Spin multiplicity**: 1
**DFT total energy**: -21794.392 eV


2.
# C7H5Br2FO

3 unconnected molecules or ions with the total composition C7H5Br2FO in a non-equilibrium geometry (wB97M-V/def2-TZVPD, the Open Molecules 2025 dataset).

Element x y z (Å)
C1 -1.0807 0.6672 -0.3349
C2 0.0352 1.5111 -0.2419
C3 -0.9501 -0.6843 -0.0802
C4 1.2528 1.1569 0.2379
C5 0.6595 -2.5879 0.5327
C6 0.3626 -1.1449 0.2578
C7 1.4154 -0.2027 0.4916
O1 0.0509 -3.4359 -0.0382
F1 2.6345 -0.5894 1.0664
Br1 -0.8908 -1.7922 2.7869
Br2 1.9932 -0.9535 -2.5314
H1 -2.0263 1.1825 -0.6579
H2 0.0063 2.5921 -0.5161
H3 -1.8419 -1.3259 -0.1529
H4 2.2054 1.6824 0.1194
H5 1.6342 -2.7678 1.0989

## Properties
**HOMO-LUMO gap (spin up / spin down)**: 0.354 / 0.228 Ha
**Total charge**: 0
**LUMO (spin up / spin down)**: -0.3 / -3.9 eV
**⟨S²⟩**: 2.0059
**Spin multiplicity**: 3
**DFT total energy**: -152186.656 eV


3.
# C7H5Br3NO2ReSbSe4

A molecular structure, C7H5Br3NO2ReSbSe4 in a non-equilibrium geometry (wB97M-V/def2-TZVPD, the Open Molecules 2025 dataset).

Element x y z (Å)
Re1 -1.3331 -0.0681 0.9747
Br1 -0.6576 -0.5944 -3.0644
C1 0.8946 -0.0868 -2.0974
C2 2.1084 0.0263 -2.7637
C3 3.2233 0.3728 -2.0165
C4 3.0913 0.5979 -0.6489
C5 1.8297 0.4693 -0.1036
N1 0.7461 0.1307 -0.8056
C6 1.6043 0.6987 1.3499
O1 2.3919 0.8689 2.1998
O2 0.2136 0.6883 1.6597
H1 2.1737 -0.1500 -3.8283
H2 4.1886 0.4692 -2.4964
H3 3.9322 0.8642 -0.0229
Br2 -0.0551 -2.5979 0.7112
C7 -1.5021 -3.4066 1.6677
Br3 -2.6573 -1.8729 2.1554
H4 -1.1605 -3.8539 2.5955
H5 -2.0719 -4.0714 1.0272
Se1 -2.0485 4.0387 1.5333
Sb1 -4.0426 3.0694 0.7829
Se2 -2.2756 0.2838 -0.9685
Se3 -2.5169 1.5166 2.2775
Se4 -6.0763 2.6073 -0.1185

## Properties
**HOMO-LUMO gap (spin up / spin down)**: 0.221 / 0.221 Ha
**Total charge**: +3
**LUMO (spin up / spin down)**: -12.6 / -12.6 eV
**Spin multiplicity**: 1
**DFT total energy**: -493073.485 eV


4.
# C7H5BrNO2

2 unconnected molecules or ions with the total composition C7H5BrNO2 (wB97M-V/def2-TZVPD, the Open Molecules 2025 dataset).

Element x y z (Å)
C1 -0.1830 1.1137 -0.5053
C2 0.4391 -0.0167 -1.0664
C3 0.1898 1.1709 0.8152
C4 1.1793 -0.6147 -0.0700
C5 -1.6123 -1.8935 0.0789
C6 -2.5794 -1.1847 0.1274
C7 2.0108 -1.8969 0.0506
N1 1.0201 0.1301 1.0537
O1 2.5695 -2.0200 1.1589
O2 2.0039 -2.6702 -0.9184
Br1 -4.1158 -0.2638 0.3455
H1 -0.8443 1.7958 -1.0129
H2 0.3513 -0.3591 -2.0805
H3 -0.6973 -2.4008 -0.0330
H4 -0.0654 1.8869 1.5776
H5 1.4679 -0.1494 1.9114

## Properties
**HOMO-LUMO gap**: 0.257 Ha
**Total charge**: -1
**LUMO**: 2.5 eV
**Spin multiplicity**: 1
**DFT total energy**: -82967.131 eV


5.
# C7H5F3I2O

A single C7H5F3I2O molecule in a non-equilibrium geometry (wB97M-V/def2-TZVPD, the Open Molecules 2025 dataset).

Element x y z (Å)
C1 -1.9039 0.0652 0.3650
C2 -1.2821 1.0488 -0.2464
C3 -1.2404 -1.1994 0.7001
C4 0.2086 0.8711 -0.4721
C5 0.5362 -0.5728 -0.8674
C6 -0.1311 -1.5299 0.1254
C7 1.0117 1.2585 0.8748
O1 1.9181 -0.7082 -0.8317
F1 0.9722 0.3230 1.8176
F2 2.3097 1.6107 0.7380
F3 0.4013 2.2823 1.4080
I1 0.7819 2.2453 -2.0647
I2 0.8345 -3.3940 0.4088
H1 -3.0551 0.0200 0.5699
H2 -1.8314 1.9782 -0.6330
H3 -1.8141 -1.9625 1.2658
H4 0.2013 -0.7187 -2.0011
H5 2.0824 -1.6175 -1.1567

## Properties
**HOMO-LUMO gap**: 0.326 Ha
**Total charge**: 0
**LUMO**: -0.3 eV
**Spin multiplicity**: 1
**SMILES**: O[C@H]1C(I)=CC=C[C@@]1(I)C(F)(F)F
**DFT total energy**: -33739.806 eV


6.
# C7H5IN2

A single C7H5IN2 molecule in a non-equilibrium geometry (wB97M-V/def2-TZVPD, the Open Molecules 2025 dataset).

Element x y z (Å)
C1 1.7493 0.1042 -0.0924
C2 2.1747 0.5071 1.1522
C3 0.0723 0.6837 2.0553
C4 -0.3107 0.5442 0.7939
C5 -2.0247 -0.9098 -1.0166
C6 0.2914 0.3230 -0.3714
C7 -1.2562 -0.2379 -1.9267
N1 1.3968 0.7689 2.1567
N2 -0.0439 0.2774 -1.6023
I1 -3.7558 -1.9027 -1.5673
H1 2.2262 -0.2735 -1.0725
H2 3.1911 0.4150 1.4541
H3 -0.4972 0.6615 2.9091
H4 -1.7344 -0.7729 0.0562
H5 -1.4792 -0.1883 -2.9284

## Properties
**HOMO-LUMO gap (spin up / spin down)**: 0.230 / 0.283 Ha
**Total charge**: 0
**LUMO (spin up / spin down)**: -2.1 / -0.8 eV
**Spin multiplicity**: 1
**DFT total energy**: -18414.993 eV